[1]
{"formula": "C20H34N2O5", "method": "ωB97M-V with the def2-TZVPD basis set", "elements": ["C", "N", "C", "C", "C", "C", "C", "C", "O", "C", "O", "O", "C", "O", "C", "C", "C", "C", "C", "O", "C", "H", "H", "H", "H", "H", "H", "H", "H", "H", "H", "H", "H", "H", "H", "H", "H", "H", "H", "H", "H", "H", "H", "H", "H", "H", "H", "H", "H", "H", "N", "C", "C", "C", "C", "C", "H", "H", "H", "H", "H"], "coordinates": [[-0.3844, 4.7927, 3.2708], [0.2783, 3.4025, 3.2064], [-0.5973, 2.4068, 2.4787], [-0.3128, 2.2719, 0.8701], [-1.8024, 2.3536, 0.1145], [-2.6982, 0.9928, 0.2901], [-3.5523, 0.8938, 1.6858], [-4.9855, 0.1452, 1.3746], [-4.8679, -1.1371, 0.6618], [-5.4920, -1.0559, -0.6947], [-6.8130, -1.1717, -0.9240], [0.2784, 0.9952, 0.4426], [1.5880, 0.7440, 1.0632], [2.4547, 1.6609, 1.5010], [2.0390, -0.8634, 1.1671], [2.6198, -1.2273, -0.3586], [2.2448, -2.7458, -0.8516], [0.6133, -3.0007, -0.8977], [0.1027, -3.9319, 0.3701], [-1.0123, -3.2375, 1.0340], [-1.5438, -4.1136, 2.1294], [-0.5654, 5.1113, 2.1524], [-1.3457, 4.8082, 3.9409], [0.4645, 5.5048, 3.7108], [1.1832, 3.5863, 2.7207], [-1.7169, 2.8056, 2.5863], [-0.6091, 1.3290, 2.9877], [0.3897, 3.1701, 0.5366], [-1.6202, 2.5077, -1.0457], [-2.4031, 3.3177, 0.4783], [-3.5044, 1.0074, -0.5901], [-2.1125, -0.0127, 0.1679], [-3.7494, 1.9548, 2.1381], [-2.8870, 0.2939, 2.4732], [-5.5072, -0.1011, 2.4169], [-5.6497, 0.8602, 0.7048], [-4.7321, -0.9365, -1.6058], [2.8491, -1.0365, 2.0065], [1.0442, -1.4471, 1.3961], [2.0270, -0.4886, -1.0835], [3.7531, -0.9398, -0.4522], [2.6216, -2.8358, -1.9782], [2.8341, -3.5120, -0.1900], [0.0588, -1.9559, -0.9529], [0.3248, -3.5900, -1.8744], [1.0446, -4.0385, 1.0863], [-0.2687, -5.0041, 0.0201], [-2.0817, -3.3840, 2.9056], [-0.6610, -4.6093, 2.7243], [-2.2948, -4.9230, 1.6957], [3.4102, 0.0526, -2.8507], [2.9670, -0.5010, -4.0007], [3.5165, -0.2367, -5.2450], [4.5836, 0.6524, -5.3179], [5.0612, 1.2402, -4.1511], [4.4485, 0.9105, -2.9528], [2.1307, -1.1854, -3.8921], [3.1218, -0.7123, -6.1357], [5.0394, 0.8853, -6.2758], [5.8909, 1.9376, -4.1743], [4.7873, 1.3401, -2.0143]], "mulliken_charge": [-0.68, -0.37, -0.31, 0.28, -1.11, 0.22, -0.24, -0.65, -0.26, 0.24, -0.49, -0.07, 0.19, -0.63, 0.04, -0.29, -0.70, -0.24, -0.66, -0.17, -0.68, 0.24, 0.23, 0.29, 0.32, -0.05, 0.10, 0.30, 0.36, 0.31, 0.18, -0.12, 0.21, 0.19, 0.27, 0.36, 0.29, 0.36, -0.04, 0.18, 0.33, 0.17, 0.36, 0.05, 0.41, 0.33, 0.29, 0.20, 0.29, 0.25, -0.08, -0.10, -0.81, -0.09, -0.74, -0.12, 0.40, 0.36, 0.37, 0.36, 0.41], "smiles": "CNC[C@H](CCCCOC=O)OC(=O)CCCCCOC.c1ccncc1", "multiplicity": 1, "total_energy_ev": -34499.345, "total_charge": 0, "e_above_lowest_kj_mol": 1046.02, "lumo_energy_ha": 0.00954, "gap_ev": 8.907}

---

[2]
{"formula": "C20H34N3O6PS4", "method": "ωB97M-V with the def2-TZVPD basis set", "elements": ["C", "C", "P", "C", "C", "C", "N", "C", "C", "N", "N", "C", "S", "H", "H", "H", "H", "H", "H", "H", "H", "H", "H", "C", "C", "C", "S", "O", "O", "C", "H", "H", "H", "H", "H", "H", "H", "H", "C", "C", "C", "S", "O", "O", "C", "H", "H", "H", "H", "H", "H", "H", "H", "C", "C", "C", "S", "O", "O", "C", "H", "H", "H", "H", "H", "H", "H", "H"], "coordinates": [[3.8435, -4.0780, 5.3812], [3.9419, -4.1397, 3.7787], [2.4356, -3.3503, 2.8624], [2.6562, -1.4701, 3.2396], [0.7952, -4.0151, 3.5228], [-0.4071, -3.3588, 2.6646], [-1.3626, -2.9119, 2.0551], [0.4459, -3.8738, 5.0707], [0.8068, -2.5071, 5.7962], [1.3014, -1.5179, 6.3046], [0.8197, -5.5169, 3.2269], [-0.3986, -5.9763, 3.1905], [-2.0091, -6.3219, 3.4710], [3.0250, -4.7549, 5.8306], [3.8098, -3.0023, 5.8046], [4.8442, -4.5235, 5.7818], [4.8413, -3.4890, 3.4323], [4.0727, -5.2238, 3.4174], [3.1408, -0.9440, 2.3199], [3.2164, -1.2885, 4.2230], [1.5800, -1.0553, 3.3701], [0.8363, -4.7329, 5.7484], [-0.7142, -3.9679, 5.1565], [-0.6078, 0.1717, -1.0499], [0.3293, -0.9112, -1.5867], [1.7487, -0.3434, -1.5621], [1.7820, 0.8631, -0.2424], [1.9927, 2.1718, -0.8201], [2.5950, 0.3589, 0.8447], [0.0627, 0.7119, 0.2064], [-1.6026, -0.2230, -0.8358], [-0.7126, 0.9682, -1.7904], [0.2744, -1.7941, -0.9401], [0.0484, -1.2249, -2.5937], [2.4893, -1.1193, -1.3619], [1.9905, 0.1698, -2.4952], [-0.3270, 1.6804, 0.5187], [-0.0061, -0.0050, 1.0290], [1.6450, 1.9395, -5.4853], [0.9906, 1.6175, -6.8303], [-0.3324, 0.9072, -6.5385], [-0.8748, 1.4982, -4.9393], [-0.8515, 0.3929, -4.0079], [-2.0388, 2.3381, -5.1113], [0.5418, 2.5345, -4.6207], [2.4834, 2.6304, -5.5972], [2.0237, 1.0185, -5.0290], [0.7970, 2.5486, -7.3734], [1.6387, 1.0011, -7.4580], [-1.0899, 1.1430, -7.2873], [-0.1995, -0.1744, -6.4719], [0.7780, 2.5261, -3.5557], [0.2928, 3.5483, -4.9429], [-4.0479, 4.0705, 1.3652], [-4.8450, 4.4753, 0.1238], [-3.9569, 4.2201, -1.0953], [-2.8523, 2.8890, -0.6394], [-1.5015, 3.4030, -0.6052], [-3.2075, 1.7009, -1.3809], [-3.4340, 2.7158, 1.0383], [-4.6800, 4.0203, 2.2546], [-3.2575, 4.8050, 1.5525], [-5.7495, 3.8615, 0.0557], [-5.1610, 5.5202, 0.1693], [-4.5434, 3.9215, -1.9652], [-3.3500, 5.0945, -1.3382], [-2.6050, 2.4501, 1.6945], [-4.1906, 1.9278, 1.0495]], "mulliken_charge": [-0.80, -0.58, -0.06, -0.76, 1.35, -0.16, -0.54, -0.64, 0.13, -0.52, -0.69, 0.38, -0.14, 0.15, 0.21, 0.35, 0.36, 0.37, 0.33, 0.30, 0.21, 0.42, 0.39, -0.04, -0.67, -0.36, 1.08, -0.67, -0.69, -0.53, 0.48, -0.24, 0.35, 0.34, 0.46, -0.10, 0.44, 0.11, -0.55, -0.66, -0.71, 1.15, -0.58, -0.73, -0.49, 0.42, 0.18, 0.29, 0.36, 0.34, 0.34, 0.23, 0.37, -0.62, -0.58, -0.81, 1.39, -0.68, -0.72, -0.75, 0.36, 0.29, 0.30, 0.32, 0.35, 0.37, 0.38, 0.39], "smiles": "CCP(C)[C@](C#N)(CC#N)N=C=S.O=S1(=O)CCCC1.O=S1(=O)CCCC1.O=S1(=O)CCCC1", "multiplicity": 1, "total_energy_ev": -90670.766, "total_charge": 0, "e_above_lowest_kj_mol": 348.29, "lumo_energy_ha": -0.03756, "gap_ev": 7.379}

---

[3]
{"formula": "C20H34N4O3", "method": "ωB97M-V with the def2-TZVPD basis set", "elements": ["C", "C", "N", "C", "C", "C", "N", "C", "O", "C", "C", "C", "N", "C", "C", "C", "O", "C", "O", "C", "C", "C", "N", "C", "C", "C", "C", "H", "H", "H", "H", "H", "H", "H", "H", "H", "H", "H", "H", "H", "H", "H", "H", "H", "H", "H", "H", "H", "H", "H", "H", "H", "H", "H", "H", "H", "H", "H", "H", "H", "H"], "coordinates": [[-1.4387, 1.0181, -1.6859], [-0.0895, 0.3431, -1.4848], [0.7353, 0.9915, -0.4641], [0.3455, 0.7727, 0.9329], [1.1372, -0.3019, 1.6823], [1.2320, -1.6234, 0.9278], [2.4507, 0.2158, 2.0126], [3.1890, -0.3101, 3.0215], [2.8173, -1.2856, 3.6613], [4.4696, 0.3749, 3.2999], [5.4118, -0.0400, 4.2772], [6.4447, 0.8544, 4.2431], [6.1671, 1.8016, 3.2897], [7.0513, 2.8760, 2.8942], [4.9721, 1.5134, 2.7086], [1.7503, 1.8387, -0.7356], [2.4381, 2.3541, 0.1440], [2.0828, 2.1428, -2.1889], [0.9563, 2.6453, -2.8631], [1.2235, 2.9165, -4.2274], [-0.0641, 3.3984, -4.8822], [-0.5412, 4.6744, -4.2017], [0.1629, 3.6051, -6.3069], [-0.9956, 4.1541, -7.0094], [-0.6528, 3.9805, -8.4882], [0.3192, 2.7819, -8.5163], [0.4699, 2.3821, -7.0475], [-2.0123, 0.4796, -2.4420], [-2.0258, 1.0210, -0.7666], [-1.3009, 2.0453, -2.0174], [-0.2288, -0.6939, -1.1770], [0.4602, 0.3229, -2.4224], [0.4298, 1.7199, 1.4669], [-0.7047, 0.4814, 0.9235], [0.6091, -0.4849, 2.6235], [0.2407, -2.0470, 0.7494], [1.7387, -1.4861, -0.0297], [1.8045, -2.3300, 1.5253], [2.7441, 1.0575, 1.5370], [5.3090, -0.8947, 4.9233], [7.3545, 0.9073, 4.8178], [6.4632, 3.7073, 2.5106], [7.6139, 3.2213, 3.7595], [7.7513, 2.5514, 2.1229], [4.5732, 2.1453, 1.9295], [2.8932, 2.8754, -2.1672], [2.4594, 1.2312, -2.6781], [1.9970, 3.6899, -4.3227], [1.5936, 2.0030, -4.7067], [-0.8261, 2.6085, -4.7336], [-0.5547, 4.5348, -3.1223], [0.1376, 5.4966, -4.4392], [-1.5455, 4.9503, -4.5195], [-1.9068, 3.5823, -6.7566], [-1.1658, 5.1938, -6.7375], [-1.5469, 3.8099, -9.0863], [-0.1673, 4.8769, -8.8717], [-0.0532, 1.9530, -9.1169], [1.2825, 3.0782, -8.9292], [1.4707, 2.0170, -6.8232], [-0.2494, 1.5845, -6.7879]], "mulliken_charge": [-1.05, -0.65, 0.47, -1.69, 0.45, -1.62, 0.07, -0.17, -0.72, 1.00, -1.36, -0.30, 0.21, -0.93, -0.19, 1.03, -0.78, -1.28, 0.03, -1.01, 0.66, -1.74, -0.04, -0.71, -0.55, -0.59, -0.63, 0.39, 0.42, 0.08, 0.37, 0.36, 0.47, 0.57, 0.46, 0.30, 0.32, 0.49, 0.17, 0.45, 0.42, 0.33, 0.33, 0.29, 0.48, 0.36, 0.44, 0.20, 0.38, 0.23, 0.46, 0.36, 0.40, 0.29, 0.41, 0.33, 0.27, 0.34, 0.26, 0.37, 0.30], "smiles": "CCN(C[C@@H](C)NC(=O)c1ccn(C)c1)C(=O)COC[C@@H](C)N1CCCC1", "multiplicity": 1, "total_energy_ev": -33395.328, "total_charge": 0, "e_above_lowest_kj_mol": 0.04, "lumo_energy_ha": 0.02520, "gap_ev": 8.868}